Formula: C4H7N2O
Source: OMol25
Level of theory: ωB97M-V with the def2-TZVPD basis set

XYZ file:
```
14
Properties=species:S:1:pos:R:3:lowdin_spin:R:1
C 0.96818 1.88247 1.03147 0.74
C 0.02318 -1.27718 -0.39080 0.01
C 0.56193 -1.60132 0.84841 0.00
C -1.06620 0.92595 -1.28868 0.09
N 0.51306 0.98412 0.41963 0.39
N -0.22902 0.22603 -0.41023 0.54
O -0.53832 -1.78778 -1.27459 0.08
H 1.43641 2.38753 1.81880 0.07
H 0.51884 -2.66907 0.96569 0.00
H 0.07990 -1.14282 1.73921 0.00
H 1.61514 -1.28003 1.03952 0.00
H -0.54114 1.29335 -2.15022 0.04
H -1.95787 0.24035 -1.58799 0.01
H -1.38411 1.81840 -0.76021 0.02
```

As for the spin multiplicity: 3. As for the energy above the lowest of the compared OMol25 structures with the same formula, charge and spin: 79.8 kcal/mol. Its charge is +1. Its HOMO-LUMO gap (spin up / spin down) is 7.461 / 7.864 eV.

Formula: C4H7N2O2
Source: OMol25
Level of theory: ωB97M-V with the def2-TZVPD basis set

XYZ file:
```
15
Properties=species:S:1:pos:R:3:nbo_charge:R:1
C 1.98843 -1.16896 -0.19153 0.95
C -1.04055 0.01618 1.19021 -0.49
C -1.82095 0.47577 -0.00691 -0.48
C -0.70625 -0.56986 -0.20933 -0.04
N 0.85589 1.16063 -0.85849 -0.71
N 0.46862 -0.22763 -0.87243 -0.49
O 2.79013 -0.38869 0.19605 -0.70
O 1.74874 -2.33224 -0.43527 -0.72
H -0.45642 0.88590 1.71612 0.20
H -1.59837 -0.68437 1.94196 0.18
H -2.87891 0.23931 -0.12047 0.19
H -1.47977 1.45294 -0.42063 0.23
H -0.87350 -1.66540 -0.21189 0.22
H 1.39009 1.49716 -0.06641 0.33
H 1.61281 1.30928 -1.65099 0.33
```

As for the energy above the lowest of the compared OMol25 structures with the same formula, charge and spin: 54.9 kcal/mol. Its charge is -1. Its HOMO-LUMO gap is 6.952 eV.

Formula: C4H7N2O3S
Source: OMol25
Level of theory: ωB97M-V with the def2-TZVPD basis set

XYZ file:
```
17
Properties=species:S:1:pos:R:3:nbo_charge:R:1
C -0.99670 -2.03067 -0.94168 0.39
C 1.20127 1.33529 -1.16321 -0.62
C -0.35014 1.15910 -1.43384 -0.39
C -0.93291 0.19033 -0.24031 -0.24
N -1.44407 -2.90758 -1.56128 -0.43
N -0.33479 -1.09434 -0.38089 -0.45
O -0.08942 -0.10944 3.57375 -0.96
O 0.11011 -2.52195 3.43997 -0.93
O 1.92951 -1.00966 2.50509 -0.93
S 0.54458 -1.23982 2.86296 2.14
H 1.93894 0.59008 -1.48669 0.22
H 1.62589 2.21468 -1.77414 0.19
H 1.17577 1.45109 -0.10011 0.22
H -0.83745 0.85871 -2.35030 0.20
H -0.80580 2.11711 -1.20985 0.19
H -0.71494 0.61366 0.76778 0.22
H -2.01986 0.38342 -0.50725 0.17
```

As for the energy above the lowest of the compared OMol25 structures with the same formula, charge and spin: 78.4 kcal/mol. Its charge is -1. Its HOMO-LUMO gap (spin up / spin down) is 9.080 / 4.512 eV.

Formula: C4H7N2OP
Source: OMol25
Level of theory: ωB97M-V with the def2-TZVPD basis set

XYZ file:
```
15
Properties=species:S:1:pos:R:3:nbo_charge:R:1
C -0.71148 2.88979 0.15336 0.27
C 0.60379 1.17197 -1.16946 -0.28
C -0.36625 1.53175 -0.09435 -0.28
C 0.56154 -2.36543 -0.11247 -1.01
N -0.99626 3.98148 0.35179 -0.31
N 0.97543 1.09868 0.18789 -0.29
O -1.10559 -1.34962 1.55080 -0.99
P 0.50519 -1.51115 1.51031 0.99
H 0.41222 0.26663 -1.74547 0.20
H 1.07622 1.96578 -1.74642 0.22
H -1.19063 0.84045 0.10369 0.24
H 1.59504 -2.56094 -0.38672 0.24
H 0.09917 -1.73009 -0.86975 0.23
H 0.00697 -3.30464 -0.06599 0.25
H -1.46537 -0.92467 2.33279 0.51
```

As for the energy above the lowest of the compared OMol25 structures with the same formula, charge and spin: 91.8 kcal/mol. Its HOMO-LUMO gap (spin up / spin down) is 6.582 / 9.379 eV.

Formula: C4H7N2P
Source: OMol25
Level of theory: ωB97M-V with the def2-TZVPD basis set

XYZ file:
```
14
Properties=species:S:1:pos:R:3:nbo_charge:R:1
C 0.55482 -2.20992 1.10405 -0.11
C 1.53380 -1.63297 0.37820 -0.12
C -0.11848 -0.29070 0.52554 0.45
C -1.37786 1.43555 0.00495 -0.73
N -0.52655 -1.28961 1.21764 -0.51
N 1.11394 -0.35126 0.10070 -0.60
P -0.41005 2.12581 -1.34850 0.28
H 0.61524 -3.22059 1.47180 0.21
H 2.51027 -2.10151 0.03144 0.22
H -1.32396 2.04114 0.99367 0.24
H -2.42996 0.89251 -0.06774 0.25
H 1.78876 0.28474 -0.25231 0.43
H -1.28620 3.21509 -1.77460 -0.01
H -0.64377 1.10171 -2.38485 0.00
```

As for the energy above the lowest of the compared OMol25 structures with the same formula, charge and spin: 71.4 kcal/mol. Its HOMO-LUMO gap is 9.704 eV.

Formula: C4H7N2S
Source: OMol25
Level of theory: ωB97M-V with the def2-TZVPD basis set

XYZ file:
```
14
Properties=species:S:1:pos:R:3:nbo_charge:R:1
S 2.06934 0.20162 -1.71638 0.32
N 0.84307 0.20606 -0.51939 -0.43
C 0.95779 -0.31923 0.68299 0.34
N -0.07724 -0.52347 1.50102 -0.54
C -1.36733 -0.47359 1.08289 0.01
C -1.56958 0.13351 -0.46951 -0.18
C -0.39782 0.86994 -0.97518 -0.30
H 2.96129 -0.51506 -1.01734 0.13
H 1.93354 -0.65302 1.00940 0.23
H 0.11400 -0.87572 2.43516 0.45
H -2.18396 -0.89284 1.62515 0.25
H -2.51881 0.03447 -0.94126 0.25
H -0.39265 0.89006 -2.07109 0.25
H -0.37163 1.91730 -0.62647 0.22
```

As for the SMILES: SN1C=[NH+]C=CC1. As for the energy above the lowest of the compared OMol25 structures with the same formula, charge and spin: 74.7 kcal/mol. Its charge is +1. Its HOMO-LUMO gap (spin up / spin down) is 7.837 / 7.814 eV.

Formula: C4H7N2S
Source: OMol25
Level of theory: ωB97M-V with the def2-TZVPD basis set

XYZ file:
```
14
Properties=species:S:1:pos:R:3:nbo_charge:R:1
C -0.75290 1.08067 -0.31121 0.31
C 1.38036 0.20152 -0.03574 0.45
C -1.48856 -0.01580 0.35993 -0.51
C -0.99687 -1.37752 -0.24258 -0.51
N 0.51317 1.14240 -0.43420 -0.51
N 2.57795 0.63707 0.25601 -0.68
S 0.80832 -1.65413 -0.15100 0.30
H -1.38212 1.97994 -0.79457 0.24
H -1.30443 0.05363 1.40514 0.26
H -2.51276 0.03695 0.21931 0.26
H -1.37766 -2.24519 0.20293 0.26
H -1.32257 -1.43709 -1.32533 0.24
H 2.53431 1.61967 0.45720 0.45
H 3.32374 -0.02213 0.39409 0.45
```

As for the energy above the lowest of the compared OMol25 structures with the same formula, charge and spin: 28.6 kcal/mol. Its charge is +1. Its HOMO-LUMO gap is 8.935 eV.

Formula: C4H7N2S2
Source: OMol25
Level of theory: ωB97M-V with the def2-TZVPD basis set

XYZ file:
```
15
Properties=species:S:1:pos:R:3:nbo_charge:R:1
C 1.31883 -0.83538 1.34128 -0.19
C -0.85981 -0.54357 0.23226 0.16
C 2.24517 0.20837 0.69279 -0.59
C -2.32733 -0.62050 -2.01109 -0.79
N 0.04096 -0.91624 0.94907 -0.28
N 0.33461 1.94415 0.94750 -0.93
S 1.44628 1.42720 1.82584 1.04
S -2.26454 -0.04955 -0.31675 0.55
H 1.81526 -1.76293 1.70390 0.26
H 3.39888 0.13580 0.76997 0.29
H 1.99259 0.50780 -0.36617 0.26
H -3.28889 -0.97350 -2.41918 0.28
H -1.50410 -1.34722 -2.29344 0.27
H -1.95033 0.35574 -2.54293 0.26
H -0.39758 2.46983 1.48697 0.41
```

As for the energy above the lowest of the compared OMol25 structures with the same formula, charge and spin: 111.9 kcal/mol. Its charge is +1. Its HOMO-LUMO gap (spin up / spin down) is 7.318 / 7.323 eV.

Number 1: DFT total energy -9275.0241 eV. Number 2: DFT total energy -11335.2443 eV. Number 3: DFT total energy -24217.5669 eV. Number 4: DFT total energy -18574.2403 eV. Number 5: DFT total energy -16526.7133 eV. Number 6: DFT total energy -18067.1520 eV. Number 7: DFT total energy -18069.1517 eV. Number 8: DFT total energy -28900.9441 eV.